1.
Below is a molecular structure, C33H30F3N2O8PbS3Sb, with properties calculated with ωB97M-V with the def2-TZVPD basis set.

As for the energy relative to the best compared isomer or geometry (same formula, charge and spin): 0.0 kJ/mol. Its HOMO energy is -0.309 hartree. Its LUMO energy is -0.22 eV. The gap between HOMO and LUMO comes out at 8.190 eV.

Cartesian coordinates (Å):
F  6.190612  -1.170257  0.545503
H  -2.184445  -0.794752  -1.764365
O  0.091704  -0.156477  1.934630
C  1.224518  0.028197  -2.931295
N  -3.582842  0.679307  -1.272425
C  -0.523905  4.808724  2.699621
C  2.107326  -1.419209  0.396268
C  1.995999  4.262754  0.444798
H  4.875377  -3.384758  0.630122
C  -0.938885  -0.131957  2.759593
H  -3.057055  -0.339015  2.524914
C  -0.132530  1.660880  -4.144957
C  -1.803427  -4.293433  -2.611801
N  -2.028935  -1.016741  0.812057
H  -2.477150  -3.217923  -0.915312
H  -2.211526  -1.853852  2.777602
C  -0.918525  -4.252254  1.763947
C  4.258568  -2.500579  0.548429
C  4.845783  -1.255932  0.493206
H  3.014347  4.124710  0.079885
C  -0.721326  -4.566275  -3.425928
C  2.870528  -2.574403  0.502891
S  0.880145  3.642300  -0.850138
C  -0.977577  -5.209437  2.768332
H  1.841136  5.334003  0.545396
C  2.733295  -0.179680  0.333509
H  2.408789  4.144811  2.552633
H  1.384138  -2.170823  3.115904
H  -2.753847  -4.773941  -2.799305
C  0.682491  -3.972132  4.022160
H  4.628791  0.860990  0.336774
H  -3.576885  1.095813  -2.196822
H  1.338410  -4.239014  -3.884096
C  4.113237  -0.088592  0.387448
O  1.547898  0.338598  -5.333067
Sb  0.005522  -1.613540  0.396132
H  -0.017351  5.972962  0.938848
C  -0.396035  -2.796369  -1.332042
C  -0.895140  5.685620  1.504524
O  -1.437384  2.307475  -2.176627
H  0.676307  6.002819  -1.044955
F  -0.885912  -5.423418  -4.450376
O  -0.031444  0.324675  -0.782477
H  -1.347776  6.601635  1.887018
C  -1.382939  5.341859  -1.294121
C  -0.171364  -5.046184  3.876765
H  1.645090  -2.657875  -2.009364
S  -2.085436  4.955661  0.336453
H  -1.412109  4.584308  3.293239
H  -4.521937  0.742913  -0.891381
C  -2.155636  -0.891000  2.261169
C  -3.200191  -1.160830  0.133051
C  -0.559913  1.547388  -2.729053
H  -3.869246  -1.356888  -1.902655
Pb  -1.566487  1.933682  0.124356
H  -1.652404  6.365335  -1.556996
C  -1.630118  -3.405177  -1.562056
C  1.873101  3.562553  1.799770
O  -0.951147  0.463429  3.809521
C  0.677109  -3.115569  -2.162598
C  -3.179606  -0.737036  -1.326609
C  0.170759  0.566178  -2.076482
F  -0.218528  -5.972006  4.855176
O  -4.278852  -1.389337  0.660953
H  2.347322  2.578997  1.767911
H  2.394650  -3.546972  0.560338
O  2.146295  -0.701490  -2.633716
H  2.134874  0.715389  0.228109
S  0.233737  3.183845  2.440791
H  -1.544973  -4.382821  0.891233
H  0.142355  5.384861  3.347019
O  -0.542804  2.435677  -4.971759
H  0.318171  5.191845  -2.553066
C  0.123787  5.171950  -1.480745
H  -1.631232  -6.068025  2.700432
C  0.725947  -3.025022  3.009186
H  1.291158  -3.885332  4.911449
C  0.517883  -3.998787  -3.222401
C  -0.067031  -3.155431  1.869979
H  -1.910741  4.668400  -1.969655
C  0.975440  0.619999  -4.320399

Cartesian forces (eV/Å) of the 3 atoms listed first:
F -0.0444 0.0037 -0.0045
H -0.0234 -0.0137 -0.0169
O -0.0598 0.1202 -0.0238

---

2.
Below is 5 unconnected molecules or ions with the total composition C33H30FIN2O24S, with properties calculated with ωB97M-V with the def2-TZVPD basis set.

As for the structure (SMILES): C[C@@H](O)CNCCO[C@H]1OS(=O)(=O)O[C@@]1(I)C(=O)NC(=O)F.O=C1C=C(O)C(=O)C=C1O.O=C1C=C(O)C(=O)C=C1O.O=C1C=C(O)C(=O)C=C1O.O=C1C=C(O)C(=O)C=C1O. Its HOMO energy is -0.347 hartree. Its LUMO energy is -1.73 eV. The gap between HOMO and LUMO comes out at 7.706 eV.

Cartesian coordinates (Å):
C  8.164019  -0.376660  0.502509
C  7.284275  -1.678543  0.579197
N  -0.278311  2.404663  1.364602
O  -0.060150  -2.369488  4.391482
C  4.975333  -1.087296  1.183576
O  -1.545709  -1.426611  1.285786
C  0.227846  -5.453490  -0.840506
O  -0.230563  -4.260262  -0.441051
H  -3.036036  1.430745  7.643666
O  -1.521105  -3.571752  6.308263
C  -0.093920  3.125008  0.146506
H  -0.198870  -3.293270  4.675666
C  0.992477  -8.074064  -1.644803
H  6.825754  -1.826387  -0.428127
C  -3.538649  3.149602  -6.168905
C  -2.923412  2.131724  -4.053974
O  -1.820399  3.549641  -7.712268
O  -0.878524  -2.256491  -0.895474
C  -1.586110  -2.357084  6.263020
H  6.044315  -2.655401  1.798830
H  -0.883779  -8.776870  -0.948000
C  -6.037153  4.473876  -1.551442
H  7.957098  -2.538288  0.779500
O  2.659011  -1.008672  2.046948
C  -1.487921  2.133487  -4.479481
C  -3.913587  2.681316  -4.975394
H  -4.945514  2.688569  -4.649355
C  -6.290678  6.209057  -3.381040
I  2.729898  1.149200  -0.818156
O  -3.216756  1.680562  -2.961296
O  -4.428951  3.665509  -7.038224
C  1.810756  -1.020351  0.955407
H  -3.907767  3.929452  -7.820456
O  -1.759621  -6.456647  -0.108169
C  0.587709  1.284616  1.587236
O  0.826746  1.019980  2.715595
H  -2.935710  -2.112381  7.958621
N  6.253002  -1.666510  1.636558
C  -1.114585  2.599302  -5.676139
O  -1.776126  1.702719  5.962083
C  -0.860126  -0.291422  5.110241
O  9.521146  -0.800939  0.250747
C  -2.392079  -1.572904  7.195489
H  -0.304908  0.249323  4.356388
C  -0.808671  -1.623799  5.216091
C  1.908325  -6.904076  -1.825675
C  -6.637148  7.139468  -2.485347
O  -7.042652  7.609843  -0.214970
O  -6.204663  6.486126  -4.690127
H  8.490137  1.508637  1.520850
C  -2.110128  3.127773  -6.606706
C  -0.214712  -7.938821  -1.085695
C  -2.440794  -0.241080  7.091567
H  -5.939662  5.650653  -5.122585
H  4.824817  -1.144872  0.078789
O  0.790559  -2.019537  1.062486
H  -0.127943  3.083340  2.113663
C  3.810722  -1.860212  1.880881
H  9.781712  -1.341222  1.012692
H  8.954642  0.100606  2.491641
C  -0.677309  -6.628549  -0.635062
O  -0.600796  1.645442  -3.602239
H  -5.792533  3.459239  -1.267410
H  -1.122099  1.373092  -2.822617
C  -1.683921  0.489697  6.026725
C  8.169307  0.480542  1.804192
H  2.101192  -4.751583  -1.549508
O  1.444772  -9.261850  -2.070407
H  -6.866315  8.156936  -2.769719
H  4.886737  -0.028342  1.518801
F  -0.447662  2.638988  -1.061120
O  -3.169020  0.507422  7.932641
H  -1.120606  -4.432802  -0.075561
O  3.005521  -7.082054  -2.322915
O  -5.686631  3.989190  -3.827559
C  1.437308  -5.591383  -1.397320
H  2.459655  -1.348880  0.110722
H  -0.082028  2.604543  -5.996731
S  -0.552618  -1.522631  0.270861
C  -6.718293  6.803956  -1.066155
H  7.869096  0.236640  -0.370356
O  -6.439934  5.133808  0.655410
O  0.348310  4.201506  0.176196
O  0.046064  -0.075812  -0.283884
C  1.185796  0.366660  0.488116
H  2.336399  -9.089973  -2.429931
C  -6.380255  5.404734  -0.653666
H  4.129242  -2.168269  2.900743
H  3.492562  -2.778045  1.341693
H  -6.711254  5.968321  1.084783
H  7.192730  0.534488  2.317132
C  -5.980356  4.805598  -2.969065

Cartesian forces (eV/Å) of the 3 atoms listed first:
C 0.2704 -0.5239 0.9394
C 0.0881 0.4807 -0.1386
N 0.9302 -1.2184 -2.4506

---

3.
Below is a molecular structure, C33H30InO4, with properties calculated with ωB97M-V with the def2-TZVPD basis set.

Its HOMO energy is -0.149 hartree. As for the net charge: -1. Its LUMO energy is 0.17 eV. The gap between HOMO and LUMO comes out at 4.225 eV.

Cartesian coordinates (Å):
C  -4.799670  6.089231  -8.795602
C  2.460313  -4.217873  0.442299
C  -3.920357  6.608009  -7.618716
H  -4.279024  6.144757  -9.758526
C  4.860836  -4.075321  0.597814
C  -1.900973  -1.542805  2.611324
C  3.352273  -3.161176  3.936251
C  -1.255844  -3.766575  1.937750
C  -0.226679  0.111386  -0.987566
C  5.843048  -3.015039  4.136682
C  -3.826666  3.634744  -2.200447
In  -4.158572  5.137941  -4.883695
C  -3.226483  3.478148  -3.646071
H  3.803825  -4.601069  -1.189412
H  -2.916258  -1.396393  4.496941
C  -0.349599  1.462990  -1.270767
C  4.467276  -2.386366  6.016426
C  6.985319  -2.747271  4.885603
H  -3.356260  4.535728  -1.784568
C  -0.670537  -1.858329  0.454900
O  7.083663  -3.611851  2.231917
H  7.756069  -2.082565  6.769778
O  -0.094240  -2.599798  -0.321701
H  -2.840775  -3.823583  4.930312
H  7.963813  -2.888674  4.447518
H  5.835741  -4.161122  0.137670
C  5.607615  -2.105451  6.752991
C  3.491307  -3.586647  2.522407
C  -1.817274  -4.278469  3.097172
H  -2.070599  2.453818  1.472894
H  1.372410  -3.761995  2.231050
H  1.570107  -4.415438  -0.138500
C  -2.451673  -2.059496  3.780217
C  -1.019809  2.304361  -0.388545
C  6.866577  -2.294337  6.190382
H  -3.533249  2.521294  -4.087733
H  0.289315  -0.541721  -1.677759
H  -3.262351  4.547807  -7.477662
C  -1.984976  -0.083238  2.349050
C  2.348001  -3.849771  1.774346
H  -3.657196  2.751118  -1.569744
C  4.581100  -2.847286  4.708417
C  5.982732  -3.461282  2.726849
H  -3.265548  7.395345  -8.016454
C  -1.553066  1.797588  0.787034
H  -0.794510  -4.432916  1.221088
C  -1.289783  -2.396380  1.693094
H  5.516633  -1.740255  7.767850
H  -2.136496  3.585372  -3.540099
C  4.752798  -3.710833  1.936522
C  -3.149038  5.465335  -6.876446
H  -5.921877  4.750956  -5.063750
C  3.717179  -4.323424  -0.146935
H  -2.085836  5.726434  -6.781846
H  3.489432  -2.244076  6.455823
C  -1.427066  0.443261  1.080433
H  -5.200006  5.092351  -8.588501
O  2.256156  -3.066366  4.453685
H  -4.077323  6.720255  -3.997532
O  -2.505941  0.659468  3.158637
C  -0.773873  -0.405642  0.183104
H  -4.900748  3.849585  -2.280228
H  -5.674347  6.755041  -8.880803
H  -4.621395  7.068724  -6.907176
H  -1.126826  3.355575  -0.620071
H  0.070881  1.862653  -2.183951
C  -2.408779  -3.423738  4.021972
H  -1.792898  -5.344706  3.282604

Cartesian forces (eV/Å) of the 3 atoms listed first:
C -0.1990 0.8598 0.4677
C 0.1314 -0.0730 0.0360
C -0.4501 -0.7417 -0.0388

---

The E results, record by record, are as follows: -106511.711 -108475.179 -48071.345 eV.